No. 1
71
Properties=species:S:1:pos:R:3 method="wB97M-V/def2-TZVPD" relative_energy_kcal_mol=0.0 total_charge=+2
Pd -0.60 -0.74 -0.73
O -4.10 1.11 -0.34
C -3.19 0.36 -0.52
O -1.90 0.74 -0.48
C -3.40 -1.12 -0.79
C -4.58 -1.83 -0.90
C -4.49 -3.20 -1.10
C -3.26 -3.86 -1.18
C -2.12 -3.09 -1.06
N -2.26 -1.78 -0.89
C -0.67 -3.54 -1.06
O -0.36 -4.69 -1.13
O 0.23 -2.54 -0.94
H -5.53 -1.31 -0.82
H -5.40 -3.78 -1.20
H -3.18 -4.93 -1.33
C 3.34 -0.31 -0.75
C 3.53 -0.59 0.74
C 2.53 -1.56 1.35
Sb 0.58 -0.74 1.54
C -0.83 -2.04 2.35
C -0.65 -3.41 2.22
C -1.62 -4.26 2.74
C -2.74 -3.73 3.36
C -2.91 -2.36 3.48
C -1.95 -1.49 2.97
C 0.66 1.12 2.44
C -0.30 2.09 2.15
C -0.23 3.31 2.79
C 0.79 3.57 3.70
C 1.75 2.60 3.98
C 1.69 1.37 3.35
Sb 1.52 0.64 -1.29
C 1.46 2.64 -0.72
C 2.55 3.22 -0.09
C 2.48 4.56 0.28
C 1.34 5.30 0.00
C 0.25 4.71 -0.63
C 0.30 3.37 -0.99
C 1.19 0.39 -3.33
C 1.21 -0.91 -3.85
C 1.00 -1.08 -5.21
C 0.78 0.02 -6.03
C 0.76 1.30 -5.50
C 0.96 1.50 -4.14
H 3.35 -1.23 -1.33
H 4.13 0.34 -1.13
H 3.56 0.35 1.31
H 4.52 -1.04 0.86
H 2.82 -1.87 2.35
H 2.41 -2.46 0.74
H 0.22 -3.83 1.73
H -1.49 -5.33 2.66
H -3.49 -4.40 3.76
H -3.79 -1.96 3.97
H -2.08 -0.42 3.07
H -1.09 1.90 1.43
H -0.97 4.07 2.59
H 0.84 4.53 4.20
H 2.54 2.80 4.70
H 2.43 0.61 3.58
H 3.45 2.66 0.12
H 3.33 5.03 0.77
H 1.30 6.34 0.28
H -0.64 5.29 -0.84
H -0.56 2.91 -1.46
H 1.37 -1.77 -3.21
H 1.03 -2.08 -5.63
H 0.62 -0.13 -7.09
H 0.58 2.15 -6.14
H 0.95 2.50 -3.73

---

No. 2
77
Properties=species:S:1:pos:R:3 method="wB97M-V/def2-TZVPD" s_squared=2.02 relative_energy_kcal_mol=14.7 total_charge=+2 multiplicity=3
W 0.35 -0.80 0.63
I 2.50 -7.51 3.89
C 1.72 -5.81 3.00
C 0.41 -5.90 2.59
C -0.16 -4.76 2.01
I -2.19 -4.84 1.48
C 0.57 -3.58 1.83
O -0.12 -2.46 1.41
C 1.92 -3.55 2.19
C 2.78 -2.35 2.02
N 1.99 -1.13 2.11
C 2.72 0.13 2.27
C 1.68 1.17 2.55
C 1.90 2.32 3.31
C 0.77 3.12 3.58
C -0.48 2.69 3.20
C -0.67 1.53 2.52
N 0.41 0.84 2.07
C 2.44 -4.66 2.83
H -0.11 -6.77 2.81
H 3.36 -2.27 1.07
H 3.56 -2.32 2.77
H 1.46 -1.31 2.95
H 3.31 0.42 1.36
H 3.40 0.07 3.13
H 2.90 2.55 3.75
H 0.90 4.03 4.24
H -1.36 3.28 3.40
H -1.65 1.21 2.25
H 3.48 -4.68 3.14
F -3.67 -1.71 -5.59
C -3.25 -1.16 -4.47
C -3.60 0.12 -4.09
F -4.43 0.85 -4.80
C -3.00 0.62 -2.99
F -3.32 1.89 -2.62
C -2.10 -0.07 -2.17
P -1.29 0.80 -0.82
C -0.44 2.25 -1.48
C -0.38 2.47 -2.84
C 0.34 3.53 -3.34
C 0.94 4.43 -2.49
C 0.86 4.29 -1.11
C 0.17 3.18 -0.62
C -2.70 1.26 0.19
C -3.62 0.31 0.67
C -4.77 0.73 1.31
C -4.98 2.10 1.51
C -4.02 3.03 1.10
C -2.87 2.61 0.44
C -1.75 -1.36 -2.55
Br -0.83 -2.53 -1.39
C -2.35 -1.89 -3.71
F -1.97 -3.13 -4.05
H -0.81 1.80 -3.52
H 0.45 3.62 -4.42
H 1.45 5.25 -2.94
H 1.35 4.98 -0.43
H 0.12 3.05 0.48
H -3.43 -0.74 0.44
H -5.50 -0.03 1.66
H -5.88 2.44 2.01
H -4.11 4.12 1.30
H -2.08 3.35 0.18
C 1.38 -0.55 -3.11
Si 2.05 -0.66 -1.34
C 2.96 -2.32 -1.44
C 3.22 0.76 -1.05
H 2.10 -0.02 -3.75
H 0.45 -0.07 -3.29
H 1.35 -1.55 -3.56
H 3.61 -2.66 -0.59
H 3.61 -2.19 -2.33
H 2.34 -3.13 -1.72
H 3.52 1.27 -2.03
H 4.22 0.45 -0.68
H 2.87 1.58 -0.36

---

No. 3
77
Properties=species:S:1:pos:R:3 method="wB97M-V/def2-TZVPD" e_tot_ha=-5127.602129 total_charge=+2
Tl 0.18 -0.65 -0.87
O 0.63 -1.22 1.24
P 0.01 -1.02 2.61
C -0.54 0.70 2.80
P -1.65 1.34 1.52
O -1.06 1.07 0.14
C -1.85 3.09 1.79
C -1.06 3.82 2.68
C -1.24 5.19 2.80
C -2.21 5.83 2.04
C -3.01 5.11 1.16
C -2.83 3.74 1.04
C -3.25 0.57 1.69
C -3.61 -0.47 0.83
C -4.83 -1.10 0.98
C -5.70 -0.69 1.99
C -5.35 0.34 2.85
C -4.12 0.98 2.70
C 1.24 -1.27 3.88
C 0.91 -1.88 5.09
C 1.88 -2.01 6.07
C 3.17 -1.55 5.84
C 3.50 -0.96 4.63
C 2.53 -0.81 3.65
C -1.39 -2.09 2.87
C -2.37 -1.82 3.83
C -3.43 -2.69 4.00
C -3.52 -3.83 3.21
C -2.56 -4.10 2.25
C -1.49 -3.23 2.08
H 0.38 1.29 2.76
H -0.98 0.84 3.79
H -0.30 3.34 3.28
H -0.63 5.75 3.49
H -2.36 6.90 2.15
H -3.77 5.61 0.58
H -3.47 3.17 0.37
H -2.93 -0.79 0.04
H -5.11 -1.90 0.31
H -6.66 -1.18 2.10
H -6.03 0.66 3.62
H -3.86 1.80 3.36
H -0.09 -2.26 5.27
H 1.63 -2.49 7.01
H 3.92 -1.66 6.61
H 4.51 -0.61 4.45
H 2.79 -0.37 2.69
H -2.31 -0.93 4.46
H -4.18 -2.48 4.75
H -4.35 -4.51 3.35
H -2.63 -5.00 1.65
H -0.72 -3.45 1.35
C 2.47 3.78 -3.68
N 2.46 2.56 -2.87
C 1.56 2.12 -2.00
S 2.14 0.80 -0.98
N 0.35 2.60 -1.82
C -0.39 3.60 -2.60
H 3.38 3.76 -4.27
H 2.48 4.67 -3.05
H 1.62 3.81 -4.37
H 3.29 1.99 -2.93
H -0.16 2.20 -1.03
H -0.59 3.24 -3.61
H 0.13 4.55 -2.64
H -1.34 3.75 -2.09
Cl -2.65 0.13 -2.53
C -2.36 -1.57 -2.35
C -1.19 -2.00 -1.76
C -0.91 -3.35 -1.67
Cl 0.62 -3.84 -1.02
C -1.83 -4.30 -2.12
Cl -1.49 -5.97 -1.98
C -3.03 -3.86 -2.67
Cl -4.18 -5.00 -3.20
C -3.30 -2.49 -2.80
Cl -4.77 -1.96 -3.50